1.
{"formula": "C14H15N4OPd", "method": "the ωB97M-V functional and the def2-TZVPD basis", "species": ["Pd", "C", "C", "N", "N", "C", "O", "C", "C", "C", "C", "C", "C", "C", "C", "C", "C", "C", "N", "H", "H", "H", "H", "H", "H", "H", "H", "H", "H", "H", "H", "N", "H", "H", "H"], "coordinates": [[-0.602, -1.489, -0.003], [-1.708, 2.614, 0.001], [-1.698, 1.132, -0.001], [-0.483, 0.404, -0.002], [0.690, 0.977, 0.000], [1.675, 0.034, -0.001], [1.400, -1.218, -0.002], [3.062, 0.489, 0.000], [4.094, -0.453, -0.001], [5.410, -0.031, 0.000], [5.704, 1.328, 0.002], [4.682, 2.268, 0.003], [3.362, 1.855, 0.002], [-2.807, 0.296, -0.002], [-4.143, 0.771, -0.001], [-5.184, -0.116, -0.004], [-4.916, -1.491, -0.006], [-3.602, -1.915, -0.006], [-2.567, -1.078, -0.003], [-0.692, 2.996, 0.001], [-2.225, 2.997, 0.884], [-2.226, 2.999, -0.880], [3.851, -1.506, -0.003], [6.209, -0.759, -0.002], [6.735, 1.655, 0.002], [4.916, 3.324, 0.005], [2.561, 2.579, 0.004], [-4.318, 1.837, 0.000], [-6.205, 0.240, -0.003], [-5.712, -2.221, -0.008], [-3.364, -2.971, -0.009], [-0.515, -3.611, 0.008], [-0.963, -4.048, 0.807], [0.472, -3.851, 0.049], [-0.892, -4.037, -0.832]], "mulliken_spin": [0.026, -0.013, 0.268, 0.335, 0.359, 0.059, 0.117, -0.004, 0.029, -0.013, 0.049, -0.031, 0.063, 0.194, 0.150, -0.022, 0.197, -0.032, 0.179, 0.005, 0.023, 0.023, 0.003, 0.000, 0.002, -0.001, 0.004, 0.019, 0.000, 0.008, 0.010, -0.005, 0.000, 0.000, 0.000], "multiplicity": 3, "charge": 1, "de_lowest_kcal_mol": 0.0, "e_tot_ev": -26242.455, "fmax_ev_per_a": 0.15, "s2": 2.030, "homo_ha": [-0.3593, -0.4446], "homo_lumo_gap_ha": [0.2580, 0.2375]}


2.
{"formula": "C14H15NSSi", "method": "the ωB97M-V functional and the def2-TZVPD basis", "species": ["S", "C", "C", "C", "C", "C", "C", "C", "C", "C", "C", "C", "C", "N", "C", "C", "Si", "H", "H", "H", "H", "H", "H", "H", "H", "H", "H", "H", "H", "H", "H", "H"], "coordinates": [[1.852, -0.788, 2.157], [-0.639, -1.730, -3.374], [-3.430, 1.056, 1.920], [-1.242, -2.072, -2.191], [0.531, -0.979, -3.403], [-3.117, 1.266, 0.620], [-2.455, 0.699, 2.812], [-0.672, -1.597, -0.985], [1.083, -0.594, -2.227], [-1.825, 1.119, 0.187], [-1.169, 0.415, 2.380], [0.513, -0.920, -0.986], [-0.843, 0.671, 1.048], [1.942, 1.542, 0.192], [3.272, -0.268, 1.207], [3.301, 1.155, 0.638], [0.861, 0.196, 0.507], [-1.032, -2.268, -4.303], [-4.500, 1.119, 2.228], [-2.111, -2.730, -2.145], [1.119, -0.871, -4.345], [-3.936, 1.507, -0.060], [-2.743, 0.714, 3.888], [-1.137, -1.886, -0.086], [1.939, 0.056, -2.215], [-1.629, 1.268, -0.831], [-0.479, -0.083, 3.044], [1.520, 2.271, 0.754], [4.126, -0.322, 1.907], [3.404, -1.035, 0.448], [3.944, 1.291, -0.206], [3.551, 1.800, 1.421]], "mulliken_charge": [-0.337, -0.140, -0.332, -0.812, -0.706, -0.630, -0.598, -0.215, -0.158, -0.196, -0.467, 0.242, 0.311, -0.451, -0.441, -0.826, 0.490, 0.249, 0.320, 0.379, 0.291, 0.344, 0.302, 0.473, 0.341, 0.500, 0.262, 0.341, 0.436, 0.326, 0.293, 0.408], "multiplicity": 1, "charge": 0, "smiles": "c1ccc([Si]2(c3ccccc3)NCCS2)cc1", "e_tot_ev": -34965.171, "fmax_ev_per_a": 2.70, "homo_ha": -0.3231, "homo_lumo_gap_ha": 0.3479}


3.
{"formula": "C14H15O4PSc", "method": "the ωB97M-V functional and the def2-TZVPD basis", "species": ["Sc", "C", "O", "C", "O", "C", "O", "C", "O", "C", "H", "H", "C", "H", "H", "C", "P", "C", "C", "C", "C", "C", "C", "C", "H", "H", "H", "H", "H", "H", "H", "H", "H", "H", "H"], "coordinates": [[-0.481, 0.951, -1.495], [-0.799, 2.505, 0.024], [-1.121, 3.376, 0.726], [-0.512, 2.900, -2.683], [-0.506, 3.973, -3.125], [-2.651, 1.220, -1.538], [-3.754, 1.573, -1.726], [1.570, 1.555, -2.132], [2.570, 1.973, -2.537], [-0.578, -1.111, -4.212], [0.402, -1.594, -4.098], [-1.463, -1.671, -3.864], [-0.703, 0.136, -4.699], [-1.670, 0.656, -4.697], [0.169, 0.695, -5.044], [0.265, -1.632, -0.414], [0.584, -0.051, 0.478], [2.417, 0.064, 0.545], [0.084, -0.494, 2.163], [-1.169, -0.141, 2.706], [-1.416, -0.458, 4.043], [-0.467, -1.124, 4.824], [0.721, -1.567, 4.227], [1.005, -1.259, 2.899], [0.047, -1.540, -1.503], [-0.582, -2.171, 0.057], [1.180, -2.224, -0.285], [2.703, 0.575, 1.474], [2.874, -0.938, 0.504], [2.798, 0.658, -0.304], [-1.905, 0.367, 2.076], [-2.359, -0.155, 4.481], [-0.657, -1.314, 5.884], [1.448, -2.142, 4.809], [1.954, -1.594, 2.439]], "mulliken_charge": [-0.681, 0.511, -0.077, 0.435, -0.039, 0.589, -0.040, 0.533, -0.019, -0.676, 0.374, 0.397, -0.545, 0.394, 0.369, -1.077, 1.676, -1.440, 0.792, -0.211, -0.668, -0.591, -0.670, -0.495, 0.327, 0.413, 0.400, 0.457, 0.450, 0.361, 0.262, 0.419, 0.438, 0.420, 0.213], "multiplicity": 1, "charge": 3, "de_lowest_kcal_mol": 0.0, "e_tot_ev": -52907.288, "fmax_ev_per_a": 9.55, "homo_ha": -0.6746, "homo_lumo_gap_ha": 0.1561}


4.
{"formula": "C14H16", "method": "the ωB97M-V functional and the def2-TZVPD basis", "species": ["C", "C", "C", "C", "C", "C", "C", "H", "H", "H", "H", "H", "H", "H", "H", "C", "C", "C", "C", "C", "C", "C", "H", "H", "H", "H", "H", "H", "H", "H"], "coordinates": [[-0.487, 2.184, 0.654], [2.232, 0.449, 2.733], [3.279, 0.416, 1.831], [0.917, 0.949, 2.342], [0.788, 1.534, 1.097], [3.042, 0.859, 0.532], [1.808, 1.335, 0.155], [2.311, 0.068, 3.730], [4.159, -0.172, 1.966], [0.127, 1.027, 3.062], [3.821, 0.836, -0.258], [-0.266, 2.414, -0.455], [-0.860, 3.044, 1.171], [1.641, 1.478, -0.891], [-1.302, 1.518, 0.881], [0.051, -1.756, 0.264], [-1.567, -0.806, -3.012], [-2.884, -0.676, -2.603], [-0.512, -1.382, -2.226], [-0.929, -1.607, -0.913], [-3.158, -0.812, -1.234], [-2.187, -1.280, -0.368], [-1.231, -0.415, -3.951], [-3.698, -0.432, -3.240], [0.499, -1.397, -2.588], [-4.110, -0.419, -0.909], [-0.244, -1.009, 1.009], [1.059, -1.554, -0.045], [-2.414, -1.627, 0.642], [0.114, -2.765, 0.626]], "mulliken_charge": [-1.143, -0.480, -0.532, -0.597, 0.971, -0.382, -0.495, 0.392, 0.371, 0.451, 0.303, 0.274, 0.366, 0.250, 0.253, -1.254, -0.378, -0.533, -0.652, 0.902, -0.411, -0.646, 0.355, 0.413, 0.455, 0.373, 0.209, 0.351, 0.411, 0.405], "multiplicity": 1, "charge": 0, "smiles": "Cc1ccccc1.Cc1ccccc1", "de_lowest_kcal_mol": 39.6, "e_tot_ev": -14776.049, "fmax_ev_per_a": 3.88, "homo_ha": -0.3209, "homo_lumo_gap_ha": 0.3544}